#a
The following is a quantum chemistry calculation of one molecule with the formula HN3O, from the OMol25 dataset.

As for the multiplicity: 1. As for the orbital gap (spin up / spin down): 0.2820 / 0.2820 Ha. As for the lowest unoccupied orbital energy (spin up / spin down): -0.034 / -0.034 Eh. For the molecular weight, the calculation gives 59.0 u.

Each line ends with the Mulliken charge.
Geometry (Å):
O -0.3606 1.4338 0.0920  -0.629
N 1.6395 -0.6325 0.1267  -0.197
N 0.5430 -0.5483 0.0411  0.465
N -0.5238 0.0833 0.0542  0.112
H -1.2981 -0.3363 -0.3140  0.249

#b
The following is a quantum chemistry calculation of a 2-piece molecular cluster, HN3O overall, from the OMol25 dataset.

As for the multiplicity: 1. As for the orbital gap (spin up / spin down): 0.2549 / 0.2575 Ha. As for the lowest unoccupied orbital energy (spin up / spin down): -0.153 / -0.153 Eh. For the molecular weight, the calculation gives 59.0 u.

Each line ends with the Mulliken charge.
Geometry (Å):
O -1.5737 -0.5062 -0.1498  -0.464
N 0.1180 1.0779 -0.1203  -0.430
N 1.0250 0.3436 -0.2286  0.848
N 1.8839 -0.4366 -0.3170  -0.301
H -1.4533 -0.4786 0.8158  0.347

Of them, #a has the highest stability.

#a
The following is a quantum chemistry calculation of a 7-piece molecular cluster, C21H56O7 overall, from the OMol25 dataset.

As for the multiplicity: 1. As for the orbital gap: 0.3674 Ha. As for the lowest unoccupied orbital energy: 0.014 Eh. For the molecular weight, the calculation gives 420.7 u.

Each line ends with the Mulliken charge.
Geometry (Å):
O 23.6361 8.9216 4.7646  -0.573
O 33.4210 6.4736 5.1382  -0.564
O 28.2055 4.0192 -2.3454  -0.460
O 26.5376 1.8913 6.4736  -0.601
O 30.0044 6.1908 -3.2324  -0.477
O 27.3652 4.9440 0.1276  -0.530
O 24.9604 6.4934 -0.2700  -0.460
C 28.2325 5.6593 1.0437  1.002
C 25.7509 2.2939 5.3405  0.437
C 24.1168 6.9617 -2.4836  -1.432
C 27.7842 5.4039 2.4708  -0.587
C 27.9872 2.6300 -2.4441  0.464
C 26.6524 2.4518 4.1301  -1.075
C 23.3705 6.8346 5.7958  -1.222
C 29.6408 5.1617 0.6882  -1.432
C 26.4538 7.6123 -1.7665  -0.928
C 24.9925 7.4528 -1.3468  0.730
C 32.1579 6.6394 4.4815  0.336
C 31.7112 6.9099 -4.7119  -1.462
C 25.0809 3.5845 5.7713  -1.260
C 31.4040 5.3105 4.6067  -0.895
C 31.2310 5.7598 -3.8408  0.782
C 25.3857 7.3468 4.3545  -1.168
C 31.3915 7.7699 5.1443  -1.217
C 30.9937 4.4753 -4.6103  -1.223
C 26.5074 2.3026 -2.5731  -1.405
C 28.6141 1.8657 -1.2847  -1.086
C 24.3995 7.8841 5.3764  0.599
H 26.5227 8.1913 -2.6895  0.460
H 24.5640 3.4663 6.7210  0.388
H 22.5287 7.3430 6.2637  0.384
H 29.5179 5.4071 -2.9359  0.337
H 23.0577 7.0293 -2.2399  0.386
H 32.6172 6.6046 -5.2364  0.378
H 27.0972 8.1030 -1.0392  0.273
H 30.7736 3.6588 -3.9140  0.230
H 26.1807 6.7280 4.7784  0.227
H 26.5893 5.5290 0.0141  -0.069
H 30.4634 5.2854 4.0579  0.075
H 31.9862 7.7507 -4.0700  0.358
H 28.2420 6.7424 0.8838  0.223
H 25.9624 2.6677 -1.6956  0.234
H 28.3806 0.7994 -1.3275  0.441
H 29.7063 1.8990 -1.2820  0.285
H 24.0448 6.4313 0.0259  0.250
H 32.3589 6.8937 3.4403  0.283
H 29.8322 5.3978 -0.3569  0.302
H 26.8573 0.9928 6.3465  0.328
H 25.8193 4.3867 5.8349  0.235
H 31.3292 7.5526 6.2166  0.370
H 26.3387 1.2328 -2.6813  0.428
H 26.1774 2.9550 3.2845  0.209
H 32.0922 4.5389 4.2626  0.326
H 24.8612 6.8301 3.5478  0.244
H 31.8934 4.1160 -5.1239  0.411
H 26.0975 2.8508 -3.4241  0.336
H 23.0054 6.3420 4.8936  0.294
H 24.3947 5.9664 -2.8366  0.312
H 30.2028 4.5180 -5.3584  0.311
H 28.0069 4.3565 2.6811  -0.013
H 24.2066 9.4931 4.2436  0.314
H 26.7105 5.4799 2.6396  0.114
H 24.5980 8.4274 -1.0289  0.197
H 23.8012 6.1141 6.4891  0.272
H 26.8566 6.6256 -2.0006  -0.025
H 28.2309 2.2656 -0.3417  0.102
H 27.6012 2.9437 4.3377  0.307
H 29.8007 4.0955 0.8519  0.265
H 25.0031 1.5127 5.1733  0.236
H 31.8554 8.7442 5.0004  0.331
H 26.9294 1.4772 3.7105  0.430
H 30.9137 7.2665 -5.3597  0.332
H 31.9326 5.5684 -3.0190  0.152
H 25.9497 8.1360 3.8399  0.437
H 30.4004 5.6805 1.2826  0.309
H 28.0766 4.2886 -1.4067  0.217
H 24.3502 3.9355 5.0375  0.390
H 30.3549 7.8104 4.8009  0.260
H 24.9333 8.2183 6.2759  0.231
H 24.3187 7.5677 -3.3777  0.378
H 33.2999 6.6543 6.0750  0.359
H 28.4623 2.2453 -3.3561  0.328
H 28.3170 6.0514 3.1677  0.170
H 31.2363 5.1444 5.6729  0.364

#b
The following is a quantum chemistry calculation of a 7-piece molecular cluster, C21H56O7 overall, from the OMol25 dataset.

As for the multiplicity: 1. As for the orbital gap: 0.3466 Ha. As for the lowest unoccupied orbital energy: 0.010 Eh. For the molecular weight, the calculation gives 420.7 u.

Each line ends with the Mulliken charge.
Geometry (Å):
O -1.2173 -0.9756 -0.3505  -0.528
O -4.6733 -3.2906 3.7445  -0.575
O -3.9133 -0.4576 -1.1145  -0.408
O 3.3067 3.4864 4.5435  -0.500
O 3.6937 -1.1396 -1.2035  -0.488
O 1.0617 -1.4956 -1.8425  -0.374
O 2.6737 4.2834 -1.4185  -0.621
C -0.3773 -0.5556 1.7905  -1.539
C -1.1063 0.0294 0.6105  0.965
C 3.7417 0.1044 0.6635  -1.502
C 0.2117 -3.4416 -3.0605  -1.481
C -3.9383 -1.7706 2.1355  -0.894
C 0.7137 -1.9206 -3.1265  1.071
C 1.8557 -1.7086 -4.0265  -1.497
C -3.8703 -3.1366 2.6805  0.271
C 0.6127 3.7484 -2.2255  -2.294
C -3.9693 0.2474 -3.3955  -1.082
C -0.3743 1.2354 -0.0185  -2.025
C -4.2903 -0.9006 -2.3205  0.377
C 5.5577 -1.8026 0.2265  -1.347
C 2.0157 3.1074 2.5605  -0.543
C -3.4903 -2.0996 -2.6475  -0.880
C 0.8537 5.4144 -0.3855  -1.256
C 2.0687 2.9614 4.1075  0.193
C 2.1207 1.4354 4.5125  -1.145
C 3.9967 -1.2696 0.1625  0.110
C 1.3647 4.1024 -0.9675  2.039
C -3.9983 -4.2476 1.7055  -0.857
H -0.1443 -1.4046 -3.5575  0.085
H -3.4813 -2.7926 -1.8715  0.245
H -0.1073 5.1094 0.1025  0.293
H 3.1517 1.0004 4.2775  0.249
H -3.2923 -4.0556 0.7355  0.113
H 1.5727 5.8344 0.3565  0.314
H 4.0997 0.1664 1.6285  0.566
H 5.9287 -1.5466 1.4005  0.242
H 0.7687 -0.4176 1.7985  0.157
H -5.1153 -4.5966 1.3725  0.252
H 0.5307 1.0744 -0.4405  0.471
H -4.0203 -0.1226 -4.5405  0.315
H -0.3373 1.9374 0.6815  1.026
H -0.6343 -3.5156 -2.4585  0.299
H -0.3213 3.6304 -1.8975  0.608
H 6.2147 -1.3516 -0.3565  0.466
H 3.4717 -1.9526 0.6905  0.437
H -0.0463 -3.8396 -4.2185  0.262
H 0.6447 6.1934 -1.1455  0.342
H 1.0257 2.9674 -2.7475  0.448
H 1.8967 -2.1846 -4.9865  0.389
H 0.4927 4.4264 -3.0085  0.502
H -3.2753 -1.4956 1.1585  -0.022
H -0.7613 -1.6726 2.0475  -0.021
H 3.0727 4.0984 5.1315  0.319
H 2.1057 4.0834 2.3005  0.276
H -3.0693 -3.1856 3.2535  0.347
H 2.1007 1.3684 5.5285  0.479
H 1.1817 2.7244 1.9645  0.065
H -0.6123 0.0794 2.5355  0.747
H 4.3417 0.6684 0.2155  0.807
H -2.4723 -1.8276 -2.8385  -0.130
H 2.5617 -2.3406 -3.4355  0.299
H -2.8843 0.5214 -3.3895  0.200
H -0.9953 1.5874 -0.9405  -0.224
H 0.2867 -1.2686 -1.2615  0.233
H -1.9493 -0.8236 -0.8545  -0.193
H -5.3253 -1.0396 -2.2605  0.396
H 0.8467 -3.9416 -2.4765  0.535
H 2.3107 -0.6866 -3.9845  0.265
H 2.8077 -1.0826 -1.5085  0.431
H -2.1203 0.2294 0.9485  0.664
H -3.3643 -1.1096 2.9105  0.208
H -3.8393 -2.5346 -3.6065  0.457
H -4.6753 1.1974 -3.3415  0.306
H 2.9757 2.6194 2.1665  0.237
H -4.1873 -3.7886 4.3615  0.354
H 5.4227 -2.9406 -0.0375  0.295
H 1.1167 3.2374 4.6165  0.263
H -3.3363 -5.0386 2.2305  0.289
H -4.8693 -1.4476 1.9755  0.590
H 2.6237 0.3874 0.7805  0.045
H 2.9897 4.4924 -0.4865  0.424
H 1.2457 0.8474 4.2415  0.183
H -4.3873 0.3704 -0.8265  0.277
H 1.2047 3.2124 -0.2745  -0.675

Of them, #a has the highest stability.

#a
The following is a quantum chemistry calculation of C5H7MnO4 as an isolated structure, from the OMol25 dataset.

As for the multiplicity: 6. As for the orbital gap (spin up / spin down): 0.2151 / 0.2107 Ha. Its net charge is +1. As for the lowest unoccupied orbital energy (spin up / spin down): -0.231 / -0.235 Eh. For the molecular weight, the calculation gives 186.0 u. Its expectation value of S² is 8.755.

Each line ends with the Mulliken charge.
Geometry (Å):
Mn 2.6120 2.1626 -1.4581  1.117
O 1.4225 -0.2192 0.6846  -0.363
O 3.2376 0.7774 -0.3590  -0.891
O 1.2204 0.7788 -1.3551  -0.636
O -4.0955 -0.6553 1.1704  -0.321
C 0.3134 0.6601 0.7628  -0.331
C 2.1530 0.0116 -0.4963  0.791
C -1.9109 -1.6334 0.5070  -1.433
C -3.0923 -1.1436 0.8617  1.059
C -0.1550 0.7331 -0.6792  -0.116
H -0.6061 -0.1537 -1.1394  0.146
H -1.2512 -1.9778 1.3059  0.315
H -0.6157 1.6800 -0.9763  0.299
H 2.3381 -0.9724 -0.9625  0.457
H 0.6147 1.6484 1.1452  0.217
H -0.3943 0.2843 1.5082  0.308
H -1.7907 -1.9811 -0.5199  0.380

#b
The following is a quantum chemistry calculation of C5H7MnO4 as an isolated structure, from the OMol25 dataset.

As for the multiplicity: 6. As for the orbital gap (spin up / spin down): 0.2328 / 0.2293 Ha. Its net charge is +1. As for the lowest unoccupied orbital energy (spin up / spin down): -0.258 / -0.262 Eh. For the molecular weight, the calculation gives 186.0 u. Its expectation value of S² is 8.754.

Each line ends with the Mulliken charge.
Geometry (Å):
Mn -3.1599 -0.7149 1.1137  1.317
O -2.4997 0.3245 2.6187  -0.678
O 2.2885 -1.9115 -0.8692  -0.510
O -1.5508 0.3013 0.6634  -0.352
O -0.6132 1.5596 2.3537  -0.400
C 0.2237 -0.7478 -0.7268  -0.638
C -0.4823 0.5220 -0.1964  0.526
C 1.7161 -0.7010 -0.4189  -0.445
C -0.4997 1.5364 -1.0623  -0.736
C -1.5059 0.8349 2.0208  0.825
H 1.8763 -0.5856 0.6667  0.340
H -1.3733 2.1892 -1.1077  0.272
H 0.3894 1.7774 -1.6440  0.273
H 0.0742 -0.9358 -1.7970  0.323
H 3.1664 -2.0085 -0.4910  0.320
H -0.2235 -1.6048 -0.1977  0.260
H 2.1739 0.1643 -0.9259  0.301

Of them, #b has the highest stability.

#a
The following is a quantum chemistry calculation of one molecule with the formula C2H3N3O3, from the OMol25 dataset.

As for the multiplicity: 1. As for the orbital gap: 0.3628 Ha. As for the lowest unoccupied orbital energy: 0.016 Eh. For the molecular weight, the calculation gives 117.1 u.

Each line ends with the Mulliken charge.
Geometry (Å):
O 2.6251 -0.0475 0.0048  -0.499
O 0.7940 -1.2728 0.0284  -0.264
O -2.6745 -0.0517 0.0866  -0.600
N 0.6702 1.1850 0.0720  -0.108
N -0.6656 1.2241 -0.1132  -0.170
N -0.7203 -1.1644 -0.1317  -0.107
C -1.4377 0.0231 -0.0484  0.439
C 1.4430 0.0088 0.0327  0.495
H -1.1051 2.0580 0.2089  0.267
H 1.1893 2.0708 -0.1250  0.271
H -1.0626 -2.0564 0.2625  0.276

#b
The following is a quantum chemistry calculation of C2H3N3O3 as an isolated structure, from the OMol25 dataset.

As for the multiplicity: 1. As for the orbital gap: 0.3346 Ha. As for the lowest unoccupied orbital energy: -0.002 Eh. For the molecular weight, the calculation gives 117.1 u.

Each line ends with the Mulliken charge.
Geometry (Å):
O -2.2508 -0.0550 0.3389  -0.437
O -0.4257 1.9217 -0.1730  -0.551
O 2.4090 0.2167 0.2409  -0.601
N 0.8227 -1.2710 0.0578  -0.454
N -0.4095 -1.4506 -0.0844  -0.098
N -0.9718 -0.2541 -0.3228  0.327
C -0.1072 0.7930 -0.2096  0.540
C 1.0731 -0.0811 -0.0283  0.279
H -1.8710 0.7377 1.2671  0.382
H 2.7833 1.3565 0.0265  0.383
H -0.6573 -2.2024 -0.6753  0.229

Of them, #a has the highest stability.